[1]
Computed, not measured: 12 unconnected molecules or ions with the total composition C36H60FN13O6P, with the ωB97M-V functional and the def2-TZVPD basis.

Output
HOMO: -5.2 eV
E: -81959.784 eV
Relative energy (zero: lowest compared OMol25 entry of this formula, charge and spin): 83.59 kcal/mol
HOMO-LUMO gap: 0.2536 Eh

```
! wB97M-V def2-TZVPD RIJCOSX def2/J DEFGRID3
* xyz -1 1
C -1.68499 4.11094 0.83845
C -1.64327 2.84876 -0.16574
C -2.52625 3.14648 -1.51446
C -0.08345 2.50738 -0.56726
C -0.01408 0.89048 -0.68601
C 1.38353 0.38239 -1.39701
C 2.48878 1.18482 -0.46855
O 2.35747 1.14633 0.81979
O 3.60579 1.83125 -0.95706
N 1.66289 -1.04561 -1.24131
C 3.08420 -1.45226 -1.12285
C 4.05246 -1.02601 -2.35185
F 4.09708 -2.03836 -3.41781
C 0.99094 -2.02355 -2.10404
C -0.53674 -1.81865 -2.51321
C -1.22530 -3.23501 -2.99693
O -0.24856 -4.24166 -3.45274
P 1.26060 1.06190 -3.17316
O -0.19617 1.42766 -3.58895
O 1.83805 0.01905 -4.39037
O 2.11763 2.55123 -3.40318
H -2.27855 3.83672 1.79638
H -2.21150 5.00587 0.32395
H -0.65145 4.47779 1.15481
H -2.06904 1.92837 0.36647
H -1.87291 3.42609 -2.41642
H -3.17870 2.21095 -1.72108
H -3.22613 4.04935 -1.32738
H 0.09333 3.05102 -1.55661
H 0.53657 2.91533 0.31500
H -0.94699 0.58898 -1.27192
H -0.10846 0.44115 0.37979
H 3.56782 -1.25448 -0.08387
H 3.09301 -2.61782 -1.17778
H 5.12678 -1.03220 -1.90499
H 3.88562 0.03495 -2.73934
H 1.58366 -2.21464 -3.09030
H 1.01753 -3.05469 -1.56039
H -1.11816 -1.54310 -1.54580
H -0.72004 -1.09213 -3.37649
H -1.88932 -2.99048 -3.92154
H -1.96567 -3.62893 -2.20079
H 0.32955 -3.82159 -4.12797
H 1.03392 -0.40298 -4.79980
H 2.03944 2.71437 -4.38102
C 3.79459 -4.25444 1.73380
C 3.78218 -4.50283 0.28956
N 3.77077 -4.69269 -0.84646
H 4.46033 -3.42828 1.99491
H 2.80098 -3.99829 2.10576
H 4.13309 -5.13201 2.29074
C 3.65038 4.67358 0.58971
C 2.29742 5.20481 0.75359
N 1.22430 5.60539 0.87286
H 3.69606 3.93773 -0.22045
H 4.36923 5.46273 0.35382
H 4.00024 4.17801 1.49610
C -3.03062 -7.04812 -4.21316
C -3.61923 -5.78812 -3.75134
N -4.08196 -4.79760 -3.38828
H -2.50819 -7.56607 -3.40524
H -3.79271 -7.73059 -4.59905
H -2.30600 -6.88476 -5.01481
C -4.91669 2.41850 2.07834
C -4.49578 1.41772 1.09493
N -4.15755 0.63473 0.31834
H -4.06460 2.82629 2.62570
H -5.42737 3.25830 1.60296
H -5.60415 1.99672 2.81619
C -0.10064 -1.72759 2.88959
C 1.21558 -2.13745 3.38663
N 2.25044 -2.45882 3.77794
H -0.01534 -1.00697 2.07165
H -0.67201 -2.57932 2.51280
H -0.69866 -1.25827 3.67357
C -2.07923 -6.44557 0.09152
C -1.63273 -7.44038 -0.88753
N -1.28212 -8.22022 -1.65907
H -1.23677 -6.00997 0.63456
H -2.61671 -5.62304 -0.38787
H -2.75163 -6.88451 0.83292
C 5.21563 3.45337 5.01835
C 5.00975 4.53330 4.04995
N 4.84792 5.38231 3.28832
H 5.55035 3.83888 5.98501
H 4.29697 2.88819 5.19584
H 5.97058 2.74191 4.67260
C 7.06886 2.66091 0.21970
C 7.14724 2.46030 1.66932
N 7.20899 2.30209 2.80846
H 7.64077 1.90371 -0.32232
H 6.03583 2.60607 -0.13861
H 7.46332 3.63735 -0.07305
C 1.30652 -7.92874 -5.00081
C 0.69577 -6.66569 -4.56933
N 0.21061 -5.66576 -4.22165
H 1.81895 -8.43108 -4.17601
H 0.55876 -8.62482 -5.39003
H 2.04386 -7.76897 -5.79159
C -2.86423 6.82140 3.35073
C -4.00911 5.92107 3.18934
N -4.90703 5.21081 3.06148
H -2.39828 7.05510 2.39000
H -3.15946 7.76923 3.80814
H -2.09250 6.38041 3.98642
C -3.61750 -2.49001 5.90631
C -3.38679 -2.13623 4.50252
N -3.20552 -1.85814 3.39978
H -4.58991 -2.13437 6.25597
H -3.59419 -3.57217 6.05729
H -2.85819 -2.05466 6.56083
C -7.05650 6.64865 1.08412
C -8.44162 7.11113 1.21459
N -9.52964 7.47466 1.31729
H -6.95221 5.90979 0.28550
H -6.37687 7.47298 0.85331
H -6.69906 6.18253 2.00494
*
```

Here are the Mulliken charges for atoms 1 to 8, given in e:
1 C -0.569
2 C 1.134
3 C -1.272
4 C -0.185
5 C -0.879
6 C 1.425
7 C -0.229
8 O -0.776

---

[2]
Computed, not measured: a gas-phase ion, C5H13N2 (charge +1), with the ωB97M-V functional and the def2-TZVPD basis.

Output
SMILES string: N/C=C/CCC[NH3+]
HOMO: -12.0 eV
E: -8367.806 eV
Relative energy (zero: lowest compared OMol25 entry of this formula, charge and spin): 69.29 kcal/mol
HOMO-LUMO gap: 0.3208 Eh

```
! wB97M-V def2-TZVPD RIJCOSX def2/J DEFGRID3
* xyz 1 1
C 0.78902 1.75685 -0.63178
C -0.21700 1.79985 0.39746
C -1.17972 0.52563 0.53804
N 0.79347 -2.79424 0.75675
C 0.21716 -1.59534 1.04109
C -0.55564 -0.85277 0.25277
N 0.13834 1.06946 -1.83559
H 1.14894 2.79874 -0.79751
H 1.58109 0.99093 -0.44019
H -0.88832 2.74752 0.24864
H 0.28394 1.89779 1.32747
H -1.78861 0.46938 1.47536
H -1.89481 0.70549 -0.27444
H 1.09791 -3.49580 1.39291
H 0.56576 -3.24693 -0.15979
H 0.20073 -1.39473 2.07925
H -0.80971 -1.50395 -0.68395
H -0.10939 0.17887 -1.30895
H 0.58566 0.68662 -2.65268
H -0.81885 1.43419 -2.23976
*
```

Here are the Mulliken charges for atoms 1 to 8, given in e:
1 C -0.365
2 C -0.465
3 C -0.968
4 N -0.440
5 C 0.048
6 C -0.612
7 N -0.251
8 H 0.303

---

[3]
Computed, not measured: a molecular structure, C52H66BrN10OSSbTi, with the ωB97M-V functional and the def2-TZVPD basis.

Output
HOMO: -12.1 eV
E: -182461.961 eV
Relative energy (zero: lowest compared OMol25 entry of this formula, charge and spin): 39.01 kcal/mol
HOMO-LUMO gap: 0.2148 Eh

```
! wB97M-V def2-TZVPD RIJCOSX def2/J DEFGRID3
* xyz 2 1
Ti 0.33766 1.21493 -0.17493
C -2.62023 0.68097 -6.27333
C -2.30189 0.88688 -4.82128
C -3.01104 0.19881 -3.83164
C -2.67903 0.31782 -2.50060
C -1.67018 1.18717 -2.09152
N -1.45585 1.44039 -0.70328
C -2.52062 2.09546 -0.03709
C -3.68863 2.48650 -0.69597
C -4.73869 3.08496 -0.02547
C -4.67057 3.34766 1.33832
C -5.80754 3.99905 2.07403
C -3.48021 3.04151 1.97924
C -2.42815 2.43493 1.31092
N -1.19308 2.29736 2.01625
C -1.03866 2.22289 3.34238
C 0.27157 2.53976 3.64079
C 0.86908 2.77374 2.41124
N -0.01317 2.62057 1.40950
C -0.97555 1.88713 -3.07403
C -1.26938 1.71743 -4.42209
N -0.01944 2.87574 -2.69905
C 0.22472 4.04909 -3.30929
C 1.02742 4.80117 -2.48015
C 1.22591 4.00272 -1.35984
N 0.59975 2.83043 -1.49596
H -3.69071 0.77372 -6.45476
H -2.09686 1.39538 -6.90557
H -2.32425 -0.32430 -6.58158
H -3.82794 -0.45162 -4.11939
H -3.22245 -0.22868 -1.73897
H -3.78489 2.31715 -1.75805
H -5.62456 3.36420 -0.58224
H -6.76274 3.74832 1.61555
H -5.83418 3.69033 3.11820
H -5.70900 5.08596 2.05305
H -3.35860 3.31434 3.01967
H -1.86059 1.96130 3.98587
H 0.72645 2.57848 4.61442
H 1.88822 3.05919 2.20552
H -0.68530 2.24227 -5.16825
H -0.20563 4.28554 -4.26681
H 1.40483 5.79185 -2.65912
H 1.75556 4.23519 -0.45110
Br 4.28461 6.29983 4.96554
C 4.86914 4.51840 4.77317
C 6.13502 4.25921 4.27400
C 6.54233 2.94413 4.11344
C 5.67108 1.90041 4.39672
C 4.42358 2.17187 4.95924
C 4.02640 3.48232 5.15576
N 6.18635 0.57828 4.16384
N 5.49997 -0.34926 3.71065
C 4.24023 -0.19155 3.07189
C 3.18546 -0.95704 3.50206
C 1.92898 -0.90073 2.87427
C 1.75160 -0.09128 1.79123
O 0.59902 0.00810 1.08203
C 2.82461 0.67653 1.29881
N 2.54843 1.44649 0.19386
C 3.54967 2.12440 -0.34015
C 4.85617 2.07852 0.15437
C 5.13161 1.31847 1.26132
C 4.09214 0.61276 1.89801
H 6.80095 5.07555 4.03228
H 7.53318 2.71523 3.74180
H 3.78683 1.36298 5.28519
H 3.07400 3.70697 5.61652
H 3.32821 -1.59354 4.36573
H 1.10072 -1.49948 3.23138
H 3.33434 2.70299 -1.22808
H 5.63361 2.63052 -0.35340
H 6.14752 1.24590 1.62421
C -6.03673 -1.73224 3.08103
N -4.93308 -1.49044 2.15434
C -5.20773 -0.43761 1.19380
C -3.65947 -1.85526 2.44513
S -2.33280 -0.89494 1.99994
N -3.50498 -3.02968 3.09103
C -2.24824 -3.40146 3.71690
C -4.42961 -4.14816 2.92551
H -6.48680 -0.77193 3.34081
H -5.67755 -2.19337 3.99551
H -6.81031 -2.36244 2.63970
H -6.16497 -0.64773 0.71488
H -4.42386 -0.40419 0.44345
H -5.26136 0.54176 1.67895
H -1.67977 -2.51150 3.96525
H -1.65119 -4.02852 3.04880
H -2.46490 -3.96414 4.62531
H -5.13084 -3.94805 2.12126
H -4.98001 -4.36663 3.84177
H -3.84988 -5.03386 2.66093
C -1.30312 -2.82598 -4.18779
C 0.20210 -2.58926 -4.11759
C 0.88713 -3.88525 -4.53787
C 0.60728 -1.46577 -5.06797
Sb 0.72477 -1.83068 -2.06927
C 0.23872 -3.52927 -0.71778
C 0.73252 -3.21644 0.69040
C 0.83383 -4.84729 -1.20071
C -1.28816 -3.59585 -0.67037
C 2.94994 -1.69115 -2.24887
C 3.20319 -0.26403 -2.73900
C 3.64566 -2.65253 -3.20586
C 3.53879 -1.90847 -0.85880
H -1.58174 -3.01663 -5.23094
H -1.87885 -1.97769 -3.83457
H -1.59607 -3.70662 -3.61848
H 0.56248 -4.10708 -5.56101
H 0.59394 -4.73140 -3.92336
H 1.97020 -3.82685 -4.55217
H 0.29097 -1.72436 -6.08497
H 1.68850 -1.32642 -5.09676
H 0.14416 -0.51572 -4.80107
H 1.81709 -3.17556 0.76540
H 0.39162 -4.01863 1.35611
H 0.29840 -2.28815 1.05718
H 1.89164 -4.76449 -1.45788
H 0.29827 -5.24411 -2.06044
H 0.75019 -5.58914 -0.39938
H -1.71285 -2.67846 -0.25465
H -1.58740 -4.42204 -0.01447
H -1.73315 -3.78085 -1.64616
H 2.94861 -0.15818 -3.79487
H 4.26449 -0.01053 -2.62815
H 2.62031 0.47753 -2.19099
H 3.36292 -2.48998 -4.24431
H 3.46678 -3.69675 -2.94834
H 4.72634 -2.48293 -3.13866
H 3.03362 -1.32799 -0.08793
H 4.59864 -1.62610 -0.85766
H 3.48497 -2.95918 -0.57352
*
```

Here are the Mulliken charges for atoms 1 to 8, given in e:
1 Ti -0.143
2 C -1.677
3 C 0.968
4 C -1.020
5 C 0.674
6 C -1.192
7 N 2.088
8 C 0.359

---

[4]
Computed, not measured: a molecular structure, C24H53AlBrN2O4S, with the ωB97M-V functional and the def2-TZVPD basis.

Output
HOMO: -4.7 eV
E: -124382.950 eV
HOMO-LUMO gap: 0.2268 Eh

```
! wB97M-V def2-TZVPD RIJCOSX def2/J DEFGRID3
* xyz -1 1
Br 8.14616 -2.63823 2.83500
C 7.74386 -1.30288 1.40014
C 8.15694 0.25353 1.77991
C 7.26653 0.89834 3.00805
Al 5.30210 1.22730 2.50165
C 4.74757 3.23712 2.59278
C 3.29317 3.26471 3.35503
C 2.14999 4.18577 2.61443
C 0.72871 3.33712 2.48706
C 0.53396 3.00339 0.89371
C 0.20680 1.39532 0.58537
C -1.42092 1.20189 0.58386
S -2.23058 1.35382 2.27059
C -1.99570 -0.18766 3.30954
N -3.00619 -1.33183 3.52179
N -2.49472 -2.29964 4.40248
C -1.09173 -1.81977 4.80347
O -0.78243 -0.52286 4.12554
H 8.40231 -1.59759 0.45539
H 6.62149 -1.41863 1.04679
H 8.03888 0.92413 0.82376
H 9.28255 0.20705 2.14466
H 7.81827 1.84357 3.44927
H 7.27747 0.08441 3.88091
H 4.90720 0.69015 1.06687
H 4.41202 0.45844 3.60357
H 4.71758 3.75367 1.54173
H 5.52215 3.87166 3.24257
H 2.88020 2.15748 3.36366
H 3.35345 3.62978 4.46878
H 2.50143 4.64148 1.59214
H 1.90084 5.11972 3.31336
H -0.12773 4.03942 2.89522
H 0.71817 2.37240 3.18303
H -0.33252 3.71169 0.48520
H 1.48472 3.27868 0.22777
H 0.79656 0.66550 1.28449
H 0.56710 1.23168 -0.54074
H -1.85970 2.09574 -0.07459
H -1.73748 0.21610 0.00316
H -0.31613 -2.31294 5.54828
C -3.88915 4.62374 -2.32012
C -2.44713 5.04844 -2.54566
O -1.60371 3.98529 -2.98188
C -1.95736 3.35904 -4.21286
C -1.96789 4.31313 -5.39519
H -3.93859 3.81074 -1.58498
H -4.48298 5.46744 -1.95336
H -4.35585 4.26132 -3.23817
H -2.03487 5.40714 -1.59721
H -2.38800 5.88869 -3.24399
H -2.91844 2.84430 -4.11144
H -1.20872 2.57934 -4.39564
H -2.70415 5.11073 -5.27125
H -2.20819 3.77450 -6.31675
H -0.98786 4.78814 -5.51221
C -1.36869 -1.55602 -3.75746
C -2.15465 -0.63098 -4.67245
O -1.33742 0.07958 -5.59936
C -0.57488 -0.71059 -6.50862
C -1.42691 -1.60227 -7.39590
H -0.61251 -0.99045 -3.19874
H -2.03872 -2.04828 -3.04492
H -0.84576 -2.33460 -4.31633
H -2.66090 0.12139 -4.05940
H -2.94158 -1.17580 -5.20263
H 0.17426 -1.29454 -5.96392
H -0.01791 -0.01101 -7.14278
H -2.00134 -2.32835 -6.81586
H -0.79556 -2.15645 -8.09692
H -2.14216 -1.00146 -7.96795
C -2.53315 -5.14280 2.58083
C -3.23541 -6.21522 1.76390
O -2.94009 -7.54155 2.19466
C -3.29505 -7.86672 3.53662
C -4.78060 -7.72263 3.82067
H -1.44614 -5.28889 2.55106
H -2.76627 -4.14825 2.18649
H -2.83603 -5.16531 3.62952
H -2.89946 -6.14059 0.72480
H -4.31763 -6.05465 1.74943
H -2.69891 -7.27416 4.23834
H -3.00578 -8.91234 3.69402
H -5.12535 -6.69462 3.68668
H -5.00177 -8.01952 4.85028
H -5.36306 -8.35399 3.14102
*
```

Here are the Mulliken charges for atoms 1 to 8, given in e:
1 Br -0.222
2 C -0.491
3 C -0.539
4 C -0.556
5 Al -0.100
6 C -0.703
7 C -0.334
8 C -0.578